1.
Entry from OMol25: a structure of composition C33H34FeN2O8P (ωB97M-V/def2-TZVPD).

Highest occupied orbital energy (alpha / beta), eV: -5.05 / -5.04
Energy above the lowest of the compared OMol25 structures with the same formula, charge and spin, kJ/mol: 0.0
Frontier orbital gap (alpha / beta), eV: 7.27 / 7.26
LUMO energy (alpha / beta), eV: 2.23 / 2.22
Calculated total energy, eV: -97811.7045
<S²>: 6.01
Spin multiplicity: 5
Net charge: -1

Element x y z (Å)
Fe -0.156 0.080 -0.943
P 0.173 1.176 1.922
O -0.731 -1.777 -0.364
O -5.295 -0.716 -5.304
O -6.416 -1.783 -3.647
O 1.877 -2.342 -2.481
O -0.320 -1.104 -3.326
O 2.368 -0.129 -0.722
O -2.463 -3.186 -0.261
O 0.864 1.332 -2.626
N -2.271 0.104 -1.508
N 0.035 1.458 0.419
C 1.234 3.689 2.386
C -2.188 -1.014 4.498
C 1.421 4.890 3.048
C 2.286 1.353 -2.610
C -1.105 -0.330 3.969
C 2.544 -2.449 -1.242
C -2.402 0.220 2.022
C 1.541 -1.219 2.089
C 1.597 0.134 2.431
C 0.382 2.712 2.901
C -1.208 0.296 2.729
C 0.315 1.090 -3.917
C -0.299 2.979 4.084
C 2.751 0.630 3.026
C 0.745 -3.186 -2.610
C -4.393 -0.674 -3.146
C -0.266 -2.510 -3.536
C -3.482 -0.480 2.542
C 2.737 1.161 -1.181
C 2.621 -2.051 2.336
C 3.297 -1.159 -1.021
C -0.122 4.188 4.746
C 3.776 -1.543 2.921
C -1.945 -2.138 -0.617
C 3.839 -0.202 3.265
C -3.375 -1.093 3.781
C -3.805 -1.569 -2.258
C 0.383 -0.369 -4.304
C -5.494 -1.110 -4.137
C -2.893 0.987 -2.293
C 0.741 5.143 4.233
C -2.730 -1.156 -1.489
C -3.928 0.639 -3.135
H 1.822 -2.591 -0.431
H -0.669 4.384 5.660
H -0.169 -0.297 4.516
H 2.639 2.315 -3.003
H 0.654 -1.616 1.605
H 0.836 1.697 -4.666
H 1.733 3.505 1.442
H 2.192 1.856 -0.540
H 4.732 0.199 3.729
H 1.418 -0.722 -4.367
H 3.868 -0.924 -1.928
H -4.395 -0.565 1.968
H -2.519 2.006 -2.238
H -4.212 -1.650 4.183
H -2.458 0.686 1.046
H 1.035 -4.159 -3.026
H -1.263 -2.906 -3.331
H -0.089 -0.495 -5.287
H 3.242 -3.298 -1.243
H -0.725 1.412 -3.866
H 0.291 -3.338 -1.631
H -2.100 -1.506 5.459
H 3.817 1.318 -1.084
H 3.997 -1.259 -0.183
H -4.363 1.364 -3.811
H -0.980 2.243 4.492
H 2.560 -3.100 2.072
H 2.680 0.553 -3.246
H -0.040 -2.702 -4.589
H 2.086 5.638 2.633
H -4.165 -2.586 -2.177
H 2.810 1.673 3.313
H 0.876 6.087 4.747
H 4.619 -2.195 3.114

---

2.
Entry from OMol25: a structure of composition C25H22AgClN2O2S2 (ωB97M-V/def2-TZVPD).

Highest occupied orbital energy, eV: -7.08
Energy above the lowest of the compared OMol25 structures with the same formula, charge and spin, kJ/mol: 0.0
Frontier orbital gap, eV: 6.27
LUMO energy, eV: -0.81
Calculated total energy, eV: -71549.6863
Net charge: 0

Element x y z (Å)
Ag -0.959 1.510 0.769
Cl -7.345 -2.070 -1.240
S 1.564 2.357 0.534
S -1.096 3.574 2.210
O -3.105 1.767 0.057
O -1.305 -0.520 -0.292
N -0.924 5.264 0.179
N 1.852 4.985 0.179
C -5.380 1.225 -0.089
C 1.084 3.953 0.543
C -0.091 6.080 -0.704
C -3.242 4.020 -3.226
C 3.153 4.619 -2.628
C -2.375 5.488 0.150
C -3.703 -0.478 -0.546
C -3.971 6.312 -3.202
C 4.288 6.532 -1.724
C -3.839 5.102 -3.867
C -6.055 -0.970 -0.816
C -3.987 0.883 -0.176
C -0.350 4.323 0.928
C 4.534 6.997 -3.012
C 3.280 4.843 -0.138
C -2.383 -1.047 -0.565
C -4.756 -1.365 -0.871
C -2.774 4.152 -1.929
C 3.597 5.343 -1.524
C 3.393 5.082 -3.913
C -6.370 0.341 -0.404
C 1.223 6.296 0.002
C -2.894 5.369 -1.262
C -3.497 6.443 -1.901
C 4.083 6.273 -4.106
H -2.350 3.295 -1.414
H 3.047 4.510 -4.765
H 3.863 5.376 0.616
H -4.206 4.996 -4.880
H 1.056 6.772 0.972
H -3.158 3.067 -3.733
H -3.601 7.390 -1.381
H -4.511 -2.380 -1.167
H 4.646 7.095 -0.868
H 1.880 6.926 -0.590
H -0.599 7.026 -0.881
H -2.592 6.475 0.564
H -7.411 0.634 -0.334
H 3.505 3.785 -0.057
H -2.360 -2.113 -0.860
H 0.069 5.593 -1.668
H -2.836 4.742 0.791
H 2.618 3.686 -2.474
H 4.272 6.634 -5.110
H -5.615 2.234 0.230
H -4.446 7.154 -3.691
H 5.075 7.923 -3.157

---

3.
Entry from OMol25: the molecule C2H4Br2 in a non-equilibrium geometry (ωB97M-V/def2-TZVPD).

Highest occupied orbital energy, eV: -10.25
Energy above the lowest of the compared OMol25 structures with the same formula, charge and spin, kJ/mol: 38.8
Frontier orbital gap, eV: 11.03
LUMO energy, eV: 0.78
Calculated total energy, eV: -142223.5716
Net charge: 0
SMILES: BrCCBr

Element x y z (Å)
Br -0.494 0.095 -2.209
Br -0.552 1.668 1.471
C -0.415 -0.620 -0.362
C 0.508 0.341 0.495
H -1.438 -0.467 -0.016
H 1.295 0.839 -0.071
H 1.122 -0.226 1.194
H -0.027 -1.629 -0.502